Formula: C7H11NPS2
Source: the OMol25 dataset
Level of theory: ωB97M-V/def2-TZVPD

```
22
Properties=species:S:1:pos:R:3:forces:R:3:mulliken_charge:R:1
C -4.7253 -0.7135 -1.2638 3.8 -0.9 1.7 -0.04
C -3.6461 -0.9859 -0.7784 -1.7 0.3 -0.6 -0.92
C -1.5403 -2.1850 -0.7290 -2.0 -2.7 -1.8 -0.19
C -2.4172 -1.3362 -0.1891 0.3 0.6 0.4 0.66
C 1.4356 -0.1565 -1.1882 0.3 0.4 -1.5 -1.02
C -0.1150 1.5813 -0.3454 2.1 1.5 -1.0 -1.09
C 0.9788 -0.5621 2.5186 -1.0 -0.3 -3.1 -0.75
N 0.1656 0.1408 -0.4258 2.3 1.0 -0.4 0.15
P 0.0109 -0.7919 0.9095 -2.0 -0.5 0.6 0.26
S -0.1089 -2.7686 0.0610 0.8 1.5 0.9 -0.10
S -2.0159 -0.4758 1.3448 0.6 -0.5 -0.2 -0.15
H -5.5234 -0.7464 -1.8782 -2.5 0.4 -1.4 0.51
H -1.9175 -2.8925 -1.5953 1.0 1.8 1.6 0.36
H 2.1014 -0.7079 -0.5417 0.7 0.2 0.2 0.41
H 1.2775 -0.8725 -2.0276 -0.4 0.7 0.5 0.31
H 1.9624 0.7809 -1.6358 -1.2 -1.6 1.2 0.35
H -0.3988 1.9708 -1.3318 -0.3 -0.5 0.2 0.37
H -0.8523 1.8307 0.3649 -1.0 0.0 0.7 0.43
H 0.8039 2.2350 -0.1156 -1.0 -1.3 0.0 0.36
H 0.5571 -1.4417 3.0444 1.1 0.4 0.2 0.38
H 1.9865 -0.5993 1.9893 -0.7 0.1 2.0 0.36
H 0.5822 0.4044 2.9072 0.9 -0.6 -0.1 0.36
```
Forces are in eV/Å.

**Net charge**: +1
**DFT total energy**: -1465.45700 hartree

---

Formula: C7H11NS
Source: the OMol25 dataset
Level of theory: ωB97M-V/def2-TZVPD

```
20
Properties=species:S:1:pos:R:3:forces:R:3:mulliken_charge:R:1
C -0.9179 2.4674 0.1911 1.3 -2.2 0.6 -1.73
C -0.7369 1.0120 0.0857 0.7 -2.6 -1.7 0.80
C -2.0526 0.3178 -0.3635 0.1 1.6 -0.2 -1.45
C 0.4887 0.4111 0.0066 -0.9 -0.3 0.3 0.18
S 2.0779 1.2181 0.2123 -0.4 1.1 0.1 -0.23
C 2.9698 -0.2391 -0.0212 -0.1 -1.2 -0.7 -0.30
C 2.1434 -1.2815 -0.2245 -1.4 4.4 0.7 -0.53
N 0.7345 -0.9700 -0.2302 1.3 -0.9 1.0 0.04
C -0.1214 -2.0516 0.3410 -0.7 -0.4 -2.1 -0.86
H -0.0203 2.8740 0.5093 2.0 1.4 -0.1 0.49
H -1.2549 2.7126 -0.7595 -1.0 1.6 -1.2 0.43
H -1.4670 2.5543 1.0572 -2.5 1.1 1.4 0.38
H -2.0197 -0.6081 -0.8533 0.8 -1.3 -0.8 0.38
H -2.6985 0.1151 0.4492 -0.7 0.0 1.3 0.35
H -2.7015 0.9417 -1.0417 1.0 -0.1 0.5 0.34
H 4.0615 -0.3140 -0.1947 -1.0 0.4 0.5 0.35
H 2.5644 -2.1753 -0.4049 0.5 -3.4 -0.7 0.50
H -0.8833 -1.7264 1.0895 1.1 0.1 -0.3 0.28
H -0.7558 -2.4166 -0.5701 1.1 0.0 1.8 0.25
H 0.5895 -2.8415 0.7220 -1.2 0.7 -0.3 0.33
```
Forces are in eV/Å.

**Structure (SMILES)**: CC(C)=C1SC=CN1C
**DFT total energy**: -726.17553 hartree

---

Formula: C7H11O2P
Source: the OMol25 dataset
Level of theory: ωB97M-V/def2-TZVPD

```
21
Properties=species:S:1:pos:R:3:forces:R:3:mulliken_charge:R:1
C -0.9781 -1.4076 2.8848 0.0 -1.0 3.6 -0.20
C -0.1799 -2.4077 2.1767 -1.0 -0.9 0.3 -0.28
C -1.2776 -0.3844 2.1087 0.1 -0.3 -0.2 -0.81
C -0.1178 -2.0801 0.8759 1.3 1.2 0.7 -0.81
C -0.7772 -0.7402 0.7603 1.5 3.5 -0.6 0.10
C 0.3022 0.7878 0.2779 0.6 -5.6 -0.5 -0.82
C 0.7941 2.1111 -2.4823 -2.7 -0.5 -2.6 -0.46
O 0.7457 -0.6277 -2.0419 1.1 -2.4 -1.4 -0.65
O 2.1203 1.9513 -2.8747 1.2 -0.4 -1.5 -0.51
P 0.1506 0.5899 -1.5534 2.0 1.6 1.4 0.59
H -1.2286 -1.5074 4.0110 0.5 0.3 -2.1 0.29
H 0.1446 -3.3220 2.6890 0.2 0.4 -0.5 0.39
H -1.6954 0.5310 2.4729 -0.5 0.3 -0.4 0.41
H 0.5874 -2.4982 0.1784 -0.5 -0.2 -0.5 0.42
H -1.5272 -0.6705 0.0150 -0.9 -0.1 -0.8 0.52
H 1.2232 0.4931 0.8922 -1.1 0.9 -1.5 0.37
H -0.0571 1.7450 0.3693 -1.4 2.1 1.6 0.51
H 0.0537 2.3651 -3.4186 1.6 -1.1 1.9 0.27
H 0.6020 3.0033 -1.9082 0.7 0.4 0.6 0.34
H 2.3121 1.4826 -3.7651 -1.3 1.0 2.4 0.34
H -1.1969 0.5857 -1.6679 -1.5 0.6 -0.2 0.01
```
Forces are in eV/Å.

**DFT total energy**: -765.03702 hartree

---

Formula: C7H11O3PS2
Source: the OMol25 dataset
Level of theory: ωB97M-V/def2-TZVPD

```
24
Properties=species:S:1:pos:R:3:forces:R:3:mulliken_charge:R:1
C -0.5075 0.0519 0.2612 0.4 -0.9 -0.2 0.11
C 0.7266 0.6270 0.2558 -1.9 -1.1 -1.1 0.72
C -0.4336 0.4809 2.8038 2.4 1.3 -0.3 0.20
C -0.5711 -3.0190 -0.3548 -2.0 1.1 1.7 -1.05
C 0.4937 2.3796 -2.0018 -2.2 -1.4 -1.7 -1.01
C -1.6487 -1.8646 -0.4780 0.5 -2.2 0.8 -0.40
C 1.0809 0.9740 -2.1261 0.4 0.3 0.9 -0.12
O 1.2668 1.2182 4.5805 1.1 0.7 -0.3 -0.40
O -1.1042 -0.6274 -0.7726 0.9 1.8 -0.4 -0.44
O 1.5945 0.7308 -0.7711 0.3 -1.0 -0.3 -0.44
P 0.0166 0.2487 4.4177 -1.0 -0.1 -1.4 0.07
S -1.6058 0.1628 1.6418 0.1 0.5 0.4 -0.19
S 1.2106 1.5291 1.5920 -1.0 0.2 2.8 -0.47
H -1.2565 -3.9344 -0.3404 1.7 0.8 0.3 0.36
H 0.1147 -2.9793 -1.1622 0.3 -0.2 -1.2 0.31
H 0.0567 -2.7866 0.5363 -0.7 -0.9 -0.2 0.27
H 0.4805 2.8717 -2.9959 -0.3 0.0 0.8 0.37
H -0.5183 2.3101 -1.5044 0.7 0.1 -1.1 0.24
H 1.0423 2.8826 -1.2877 1.6 1.5 1.0 0.34
H -2.2849 -1.8090 0.4950 0.7 -0.4 -2.0 0.34
H -2.1378 -2.1330 -1.4046 -1.1 0.1 0.2 0.33
H 2.0302 0.9347 -2.7449 -1.4 -0.1 0.5 0.27
H 0.3027 0.2107 -2.3588 0.9 0.5 -0.2 0.19
H 1.6515 1.5407 3.7193 -0.3 -0.5 0.9 0.37
```
Forces are in eV/Å.

**DFT total energy**: -1636.62761 hartree

---

Formula: C7H11OP
Source: the OMol25 dataset
Level of theory: ωB97M-V/def2-TZVPD

```
20
Properties=species:S:1:pos:R:3:forces:R:3:mulliken_charge:R:1
C 1.0235 0.2963 -0.4573 1.1 0.1 0.6 -0.08
C 0.0090 1.2409 -1.0985 -0.7 -0.9 1.0 0.49
C 0.0735 2.3333 -1.8647 4.3 -3.3 2.2 -0.86
C 0.2225 -0.9948 0.0032 -1.6 3.0 -1.7 0.98
C 0.2024 -1.9668 -1.2387 1.3 0.8 4.3 -1.62
C 0.4036 -1.5234 1.4150 -0.9 2.5 -0.3 -1.10
C -1.2119 1.2242 1.5467 4.0 -0.9 -2.2 -1.10
O 2.1605 0.5904 -0.1593 -0.5 -0.3 0.0 -0.58
P -1.3444 0.3758 -0.1563 0.3 -0.9 0.0 -0.08
H -0.7438 2.7502 -2.2197 -3.7 2.3 -1.5 0.40
H 1.0761 2.6675 -2.1037 -0.1 0.2 -0.5 0.27
H 1.2226 -2.1669 -1.4663 0.6 -0.4 -0.7 0.36
H -0.3685 -1.5057 -1.9241 -1.4 1.5 -3.1 0.51
H -0.3184 -2.8113 -0.9176 -0.6 -1.7 0.3 0.42
H -0.0745 -0.7110 2.0794 1.2 -1.6 -0.6 0.26
H 1.4718 -1.5177 1.5503 0.4 -0.7 0.8 0.31
H -0.1581 -2.4401 1.5516 0.4 -0.3 0.1 0.33
H -0.1105 1.6554 1.6818 -2.4 -1.3 0.4 0.29
H -1.6565 0.5197 2.2021 0.5 -0.8 1.2 0.36
H -1.8789 1.9842 1.5762 -1.9 2.8 -0.3 0.42
```
Forces are in eV/Å.

**DFT total energy**: -689.80827 hartree

---

Formula: C7H11OP
Source: the OMol25 dataset
Level of theory: ωB97M-V/def2-TZVPD

```
20
Properties=species:S:1:pos:R:3:forces:R:3:mulliken_charge:R:1
H -1.9303 2.4015 0.9442 -2.3 0.9 -0.5 -0.05
P -0.6793 2.0203 1.1507 2.2 -0.4 0.8 -0.09
C -0.3499 1.5776 -0.4108 -0.4 1.0 -0.1 -0.31
C 0.9781 0.9391 -0.7939 -0.5 0.4 0.6 -0.79
C 1.2328 -0.2555 0.1149 1.1 -0.5 1.4 0.72
C 2.7610 -0.4080 0.6017 -1.5 -1.3 -0.7 -1.30
C 0.1558 -0.9819 0.5565 4.5 -1.1 2.4 -0.84
C -1.0501 -0.9997 -0.1155 -4.6 -0.5 -1.2 -0.01
C -2.3623 -1.2559 0.2085 4.1 0.6 0.1 0.05
O -3.2805 -1.2377 -0.7137 -2.5 0.1 -1.4 -0.47
H -1.1396 1.7874 -1.1506 0.7 -0.3 0.0 0.40
H 1.7715 1.7178 -0.6862 -0.4 -0.8 -0.2 0.34
H 0.8931 0.6342 -1.8167 0.3 -0.1 -0.9 0.28
H 3.4219 -0.9737 -0.1238 -1.0 0.7 0.4 0.26
H 2.8939 -0.9409 1.5513 -0.5 0.0 -0.1 0.36
H 3.1797 0.5610 0.7539 0.3 0.8 -0.1 0.35
H 0.3318 -1.6943 1.4587 -0.3 1.1 -1.7 0.19
H -1.0452 -0.7531 -1.1846 0.6 0.0 0.1 0.16
H -2.8260 -1.3605 1.1377 0.0 -0.6 1.7 0.43
H -2.9565 -0.7777 -1.4822 0.2 0.1 -0.7 0.31
```
Forces are in eV/Å.

**Structure (SMILES)**: [H]/P=C/C/C(C)=C\C=C\O
**DFT total energy**: -689.77335 hartree

---

Formula: C7H12
Source: the OMol25 dataset
Level of theory: ωB97M-V/def2-TZVPD

```
19
Properties=species:S:1:pos:R:3:forces:R:3:mulliken_charge:R:1
C 0.0838 2.2867 -0.6546 -0.1 0.1 0.0 -1.58
C 0.1533 0.8330 -1.0403 0.0 0.0 0.0 1.09
C 1.0380 -0.0295 -0.0669 -0.2 -0.1 0.0 -1.30
C 0.2891 -1.3919 0.1331 -0.2 -0.2 0.1 0.92
C 0.3848 -1.9459 1.5647 0.0 0.0 0.0 -1.45
C -1.2129 -1.0716 -0.2112 -0.2 -0.3 0.1 -0.65
C -1.0999 0.0008 -0.9232 0.0 -0.7 1.4 -0.75
H -0.3105 2.3765 0.3622 0.0 0.1 -0.1 0.39
H 1.0910 2.7121 -0.6894 -0.2 0.1 0.0 0.37
H -0.5676 2.8226 -1.3461 0.1 0.2 0.1 0.40
H 0.5153 0.7106 -2.0676 0.0 0.2 0.1 0.25
H 2.0661 -0.1418 -0.4474 -0.4 0.0 0.0 0.31
H 1.1187 0.4819 0.9076 -0.2 0.0 -0.3 0.34
H 0.7143 -2.1480 -0.5442 -0.4 0.2 0.0 0.26
H -0.0062 -1.2221 2.2904 0.0 -0.1 -0.2 0.35
H 1.4185 -2.1868 1.8515 -0.1 0.1 -0.2 0.37
H -0.2097 -2.8616 1.6595 0.1 0.2 -0.1 0.37
H -2.6951 -0.1703 -0.2058 1.1 2.3 -1.3 0.20
H -2.8332 0.9330 -0.6986 0.6 -2.2 0.6 0.10
```
Forces are in eV/Å.

**DFT total energy**: -273.63041 hartree

---

Formula: C7H12
Source: the OMol25 dataset
Level of theory: ωB97M-V/def2-TZVPD

```
19
Properties=species:S:1:pos:R:3:forces:R:3:mulliken_charge:R:1
C -0.7721 1.8392 1.4422 -0.7 0.7 -0.4 -1.13
C -1.6445 1.3879 0.2320 1.1 0.2 0.6 -0.24
C -0.6616 0.9345 -0.8217 -1.4 -1.6 0.9 -0.33
C 0.7464 0.6849 -0.9040 0.1 -0.7 -2.2 -0.39
C 1.5744 -2.3450 -0.4764 -1.0 0.0 0.4 -0.93
C 0.4104 -1.5940 0.1069 -0.6 1.0 0.8 -0.50
C -0.1550 -0.5241 -0.6136 2.1 1.2 0.6 -0.06
H -1.3713 2.3989 2.1666 0.1 0.0 0.0 0.37
H -0.0283 2.5086 1.0104 0.1 0.2 0.4 0.29
H -0.2601 1.0473 1.9866 -0.1 -0.3 -0.3 0.27
H -2.3058 0.5822 0.5412 0.0 -0.2 -0.2 0.27
H -2.2899 2.1893 -0.1285 0.2 0.2 0.1 0.33
H 1.4928 0.8419 -0.1179 -0.4 -0.1 0.6 0.32
H 1.1984 0.7688 -1.8920 0.2 0.2 0.1 0.25
H 2.3192 -1.7523 -0.9958 -0.3 0.2 -0.2 0.28
H 2.0740 -3.0984 0.1285 -0.3 0.0 0.2 0.33
H 0.8216 -2.8080 -1.1327 1.4 -1.0 -0.9 0.27
H -0.2544 -2.1251 0.7910 0.1 -0.5 -0.4 0.30
H -0.8944 -0.9366 -1.3228 -0.4 0.5 -0.1 0.33
```
Forces are in eV/Å.

**DFT total energy**: -273.65015 hartree

---

Formula: C7H12
Source: the OMol25 dataset
Level of theory: ωB97M-V/def2-TZVPD

```
19
Properties=species:S:1:pos:R:3:forces:R:3:mulliken_charge:R:1
C -2.5431 0.0377 -0.4928 0.6 -1.3 1.5 -1.00
C -1.5086 -0.3041 0.5378 2.7 1.3 1.4 0.19
C -0.1622 0.6195 0.6619 -0.3 0.6 1.4 -0.22
C 1.0777 1.2006 -0.1457 -0.8 -1.8 7.0 -1.40
C 2.0086 -0.1306 -0.1212 3.4 7.6 -0.4 -0.26
C 1.1591 -1.2077 0.0751 -1.3 -4.6 -1.5 -0.87
C -0.1404 -0.6511 -0.1761 -3.4 0.4 2.6 0.12
H -1.9542 0.6249 -1.1946 -0.9 0.0 -0.5 0.26
H -2.8733 -0.9658 -0.8544 -0.5 1.2 -0.2 0.26
H -3.2203 0.6075 0.1203 -1.1 0.3 -0.8 0.33
H -1.7992 -0.4100 1.8189 0.8 -0.5 -4.5 0.24
H -0.0735 0.6353 1.8476 1.0 -0.4 -2.7 0.15
H 1.0075 1.3969 -1.0752 -1.7 1.3 -6.6 0.47
H 1.4116 2.1156 0.2380 1.2 1.1 1.3 0.51
H 2.6325 0.0421 0.7972 0.6 -0.3 -1.6 0.29
H 2.3807 0.0330 -1.2119 0.7 -1.1 2.3 0.28
H 1.5252 -1.8639 -0.7045 -0.5 -1.5 0.1 0.22
H 1.1789 -1.6413 1.0182 0.4 -1.0 1.7 0.37
H -0.1071 -0.1386 -1.1386 -1.0 -1.1 -0.4 0.08
```
Forces are in eV/Å.

**Structure (SMILES)**: CC1[C@@H]2CCC[C@@H]12
**DFT total energy**: -273.65230 hartree

---

Formula: C7H12
Source: the OMol25 dataset
Level of theory: ωB97M-V/def2-TZVPD

```
19
Properties=species:S:1:pos:R:3:forces:R:3:mulliken_charge:R:1
C 2.1287 -0.9243 0.3860 0.0 0.0 0.0 -1.57
C 1.2416 -0.2341 -0.6384 0.1 0.0 -0.1 0.46
C -0.1597 -0.8831 -0.8137 -0.1 -0.1 0.0 -0.92
C -0.7674 0.3114 -0.0781 0.0 0.0 0.0 0.81
C -2.1457 0.8707 -0.2109 -0.1 0.1 -0.1 -0.62
C -1.7040 0.2442 1.0885 0.0 0.0 0.1 -0.92
C 0.5620 1.0655 -0.1234 0.0 0.1 0.1 -0.92
H 2.4444 -1.9133 0.0332 0.0 0.1 0.0 0.37
H 1.5944 -1.0618 1.3346 0.1 0.0 -0.1 0.34
H 3.0288 -0.3328 0.5904 -0.1 -0.1 0.0 0.37
H 1.7914 -0.1054 -1.5776 -0.1 0.0 0.1 0.38
H -0.4758 -0.9586 -1.8600 0.0 0.0 0.1 0.29
H -0.2901 -1.8611 -0.3350 0.0 0.1 -0.1 0.34
H -2.8598 0.3248 -0.8241 0.1 0.1 0.1 0.24
H -2.2550 1.9527 -0.2454 0.0 -0.2 0.0 0.24
H -2.1242 -0.7231 1.3561 0.1 0.1 -0.1 0.25
H -1.5196 0.9023 1.9350 0.0 -0.1 -0.2 0.25
H 0.9338 1.4441 0.8364 0.0 -0.1 -0.1 0.34
H 0.5761 1.8820 -0.8538 0.0 -0.1 0.1 0.29
```
Forces are in eV/Å.

**Structure (SMILES)**: CC1CC2(CC2)C1
**DFT total energy**: -273.86279 hartree

---

> Which formula does entry 4 have?

C7H11O3PS2